No. 1
This record from the Open Molecules 2025 dataset describes a 7-piece molecular cluster, C66H144N7O3 overall. The level of theory is wB97M-V/def2-TZVPD.

```
! wB97M-V def2-TZVPD RIJCOSX def2/J DEFGRID3
* xyz 5 1
C -6.833 -10.268 29.973
C -5.647 -10.636 29.017
C -4.242 -10.510 29.686
C -3.908 -9.028 29.724
N -2.378 -8.733 29.746
C -1.715 -9.146 28.400
C -0.536 -8.211 28.228
C -0.951 -6.865 28.881
C -2.128 -7.175 29.777
C -1.898 -9.284 31.069
C -0.408 -9.171 31.194
C -0.038 -9.694 32.574
H -6.921 -9.215 30.255
H -6.603 -10.856 30.869
H -7.789 -10.649 29.601
H -5.758 -10.052 28.104
H -5.722 -11.684 28.720
H -3.481 -11.082 29.139
H -4.302 -10.896 30.708
H -4.351 -8.473 30.560
H -4.223 -8.530 28.792
H -1.491 -10.209 28.430
H -2.502 -8.954 27.673
H 0.428 -8.541 28.616
H -0.398 -8.056 27.140
H -0.056 -6.470 29.351
H -1.218 -6.204 28.067
H -1.939 -6.921 30.833
H -3.093 -6.762 29.473
H -2.166 -10.333 31.093
H -2.440 -8.783 31.888
H -0.087 -8.144 31.003
H 0.149 -9.820 30.526
H 1.034 -9.620 32.703
H -0.313 -10.754 32.681
H -0.526 -9.121 33.350
C -5.277 -13.880 23.233
C -5.856 -15.264 23.022
C -5.652 -16.188 24.221
C -4.234 -16.649 24.303
N -4.025 -17.641 25.407
C -2.555 -18.098 25.400
C -2.681 -19.627 25.331
C -4.120 -20.020 25.820
C -4.893 -18.862 25.168
C -4.350 -17.051 26.820
C -3.618 -15.762 27.116
C -4.030 -15.330 28.504
H -4.176 -13.921 23.156
H -5.586 -13.455 24.200
H -5.649 -13.266 22.405
H -5.465 -15.687 22.086
H -6.944 -15.251 22.893
H -6.350 -17.012 24.057
H -5.965 -15.723 25.169
H -3.588 -15.764 24.389
H -3.907 -17.214 23.415
H -2.110 -17.782 26.332
H -1.995 -17.676 24.564
H -1.964 -20.108 25.998
H -2.545 -20.096 24.354
H -4.139 -20.047 26.912
H -4.432 -21.005 25.466
H -5.894 -18.758 25.589
H -4.991 -19.003 24.093
H -4.103 -17.873 27.498
H -5.428 -16.978 26.804
H -3.930 -15.053 26.340
H -2.541 -15.911 26.939
H -3.877 -16.151 29.213
H -5.096 -15.128 28.488
H -3.528 -14.426 28.860
C 2.095 -17.303 25.970
C 2.596 -16.151 26.835
C 3.667 -15.296 26.242
C 3.053 -14.399 25.192
N 3.964 -13.445 24.513
C 4.868 -14.198 23.533
C 4.220 -14.096 22.185
C 2.929 -13.275 22.405
C 3.230 -12.473 23.655
C 4.877 -12.751 25.489
C 4.124 -11.880 26.452
C 5.089 -11.402 27.512
H 1.376 -17.879 26.568
H 2.856 -17.966 25.558
H 1.500 -16.812 25.187
H 2.928 -16.587 27.784
H 1.769 -15.457 27.053
H 4.497 -15.892 25.843
H 4.098 -14.666 27.052
H 2.195 -13.854 25.575
H 2.686 -15.021 24.381
H 5.801 -13.645 23.450
H 5.094 -15.142 23.970
H 4.835 -13.485 21.524
H 4.055 -15.055 21.699
H 2.793 -12.715 21.493
H 2.021 -13.857 22.529
H 3.870 -11.606 23.458
H 2.319 -12.209 24.194
H 5.501 -12.201 24.786
H 5.489 -13.453 26.046
H 3.326 -12.519 26.852
H 3.642 -10.997 26.001
H 5.927 -10.830 27.106
H 5.506 -12.250 28.029
H 4.544 -10.797 28.255
C -2.989 -10.718 19.291
C -3.251 -11.494 20.602
C -2.194 -11.328 21.755
C -2.082 -9.860 22.104
N -1.146 -9.735 23.263
C -1.040 -8.273 23.580
C 0.407 -8.082 24.059
C 1.152 -9.399 23.807
C 0.272 -10.179 22.917
C -1.551 -10.521 24.431
C -3.021 -10.274 24.754
C -3.462 -11.299 25.819
H -3.725 -11.029 18.571
H -2.006 -10.964 18.885
H -3.102 -9.635 19.422
H -3.376 -12.564 20.445
H -4.196 -11.128 21.031
H -1.219 -11.773 21.523
H -2.581 -11.841 22.636
H -3.035 -9.360 22.280
H -1.573 -9.302 21.329
H -1.824 -7.981 24.276
H -1.241 -7.793 22.629
H 0.536 -7.730 25.084
H 0.771 -7.285 23.395
H 1.248 -9.909 24.766
H 2.165 -9.219 23.442
H 0.277 -11.243 23.140
H 0.427 -10.015 21.849
H -0.893 -10.210 25.253
H -1.331 -11.562 24.232
H -3.607 -10.378 23.838
H -3.155 -9.237 25.114
H -4.517 -11.230 26.057
H -2.847 -11.203 26.714
H -3.275 -12.276 25.367
C 3.057 -16.322 16.314
C 3.240 -17.438 17.334
C 2.693 -17.352 18.775
C 1.201 -17.532 18.596
N 0.368 -17.529 19.806
C 0.540 -18.698 20.692
C 0.413 -18.164 22.122
C 0.072 -16.713 22.026
C 0.606 -16.326 20.692
C -1.186 -17.558 19.473
C -1.687 -16.250 18.968
C -3.146 -16.414 18.566
H 3.694 -16.548 15.461
H 3.372 -15.339 16.664
H 2.023 -16.209 15.912
H 4.312 -17.544 17.483
H 2.943 -18.408 16.932
H 2.900 -16.356 19.167
H 3.200 -18.100 19.399
H 0.947 -18.409 17.989
H 0.951 -16.646 18.011
H -0.196 -19.462 20.512
H 1.501 -19.123 20.412
H -0.305 -18.796 22.623
H 1.310 -18.130 22.731
H -0.988 -16.503 22.012
H 0.495 -16.128 22.849
H 0.205 -15.434 20.223
H 1.690 -16.228 20.677
H -1.666 -17.888 20.387
H -1.259 -18.361 18.735
H -1.068 -15.919 18.140
H -1.645 -15.490 19.750
H -3.706 -16.725 19.446
H -3.275 -17.170 17.791
H -3.569 -15.463 18.237
C -0.735 -14.730 35.860
C 0.512 -14.196 35.197
C 0.906 -14.846 33.870
C -0.156 -14.610 32.797
N 0.286 -15.079 31.407
C -0.846 -14.938 30.430
C -0.661 -16.087 29.466
C 0.467 -16.992 29.981
C 0.658 -16.562 31.414
C 1.484 -14.315 30.838
C 1.309 -12.811 30.906
C 2.531 -12.198 30.297
H -0.915 -14.264 36.830
H -0.592 -15.790 36.042
H -1.652 -14.651 35.262
H 1.423 -14.374 35.786
H 0.451 -13.107 35.071
H 1.127 -15.908 33.914
H 1.800 -14.348 33.458
H -0.286 -13.538 32.795
H -1.130 -15.068 32.812
H -0.776 -13.962 29.971
H -1.783 -14.967 30.986
H -0.426 -15.765 28.453
H -1.607 -16.625 29.398
H 1.394 -16.835 29.454
H 0.172 -18.017 29.806
H 1.675 -16.654 31.806
H -0.014 -17.089 32.087
H 1.529 -14.670 29.801
H 2.391 -14.665 31.348
H 1.153 -12.507 31.950
H 0.419 -12.522 30.316
H 2.685 -12.580 29.276
H 3.425 -12.458 30.858
H 2.496 -11.107 30.236
N -0.621 -14.110 25.229
O -1.404 -14.345 24.269
O 0.111 -13.064 25.261
O -0.535 -14.939 26.162
*
```

Values from the calculation:
orbital gap = 9.8 eV

---

No. 2
This record from the Open Molecules 2025 dataset describes a 8-piece molecular cluster, C66H147N7O overall. The level of theory is wB97M-V/def2-TZVPD.

```
! wB97M-V def2-TZVPD RIJCOSX def2/J DEFGRID3
* xyz 6 1
C 1.708 -5.973 -6.507
C 3.166 -6.322 -6.631
C 4.048 -5.376 -5.727
O 3.493 -7.678 -6.468
H 1.135 -6.424 -7.317
H 1.373 -4.936 -6.489
H 1.182 -6.269 -5.599
H 3.278 -6.023 -7.673
H 5.102 -5.542 -5.948
H 3.873 -5.596 -4.674
H 3.845 -4.322 -5.919
C 12.072 -4.608 -1.334
C 12.248 -3.053 -1.492
C 13.578 -2.445 -1.269
C 13.665 -2.190 0.282
N 14.957 -1.535 0.768
C 16.129 -2.536 0.831
C 15.790 -3.466 2.033
C 15.124 -2.558 3.013
C 14.807 -1.238 2.249
C 15.325 -0.256 0.022
H 12.284 -4.974 -0.329
H 12.725 -5.123 -2.037
H 11.064 -4.964 -1.548
H 11.383 -2.558 -1.052
H 12.033 -2.922 -2.553
H 13.726 -1.583 -1.921
H 14.383 -3.149 -1.480
H 13.350 -3.025 0.907
H 12.921 -1.415 0.473
H 17.032 -2.014 1.148
H 16.330 -3.035 -0.117
H 16.776 -3.821 2.331
H 15.172 -4.209 1.528
H 15.813 -2.357 3.834
H 14.113 -2.812 3.331
H 15.541 -0.465 2.478
H 13.856 -0.760 2.483
H 16.306 -0.060 0.454
H 14.526 0.467 0.188
H 15.450 -0.361 -1.056
C -0.572 -6.554 -0.094
C 0.042 -7.923 0.503
C 1.544 -7.875 0.680
C 2.094 -9.267 1.153
N 3.459 -9.275 1.839
C 3.970 -10.689 2.254
C 4.578 -11.245 0.894
C 5.017 -10.018 0.087
C 4.560 -8.830 0.836
C 3.370 -8.432 3.161
H -0.293 -5.836 0.676
H -1.661 -6.555 -0.067
H -0.241 -6.219 -1.077
H -0.226 -8.776 -0.120
H -0.412 -8.147 1.469
H 1.713 -7.106 1.434
H 2.018 -7.570 -0.253
H 2.112 -10.018 0.364
H 1.540 -9.687 1.992
H 4.729 -10.522 3.019
H 3.117 -11.217 2.682
H 5.373 -11.958 1.114
H 3.944 -11.878 0.273
H 6.072 -10.042 -0.189
H 4.469 -10.072 -0.854
H 5.372 -8.482 1.475
H 4.283 -7.969 0.228
H 2.567 -8.795 3.803
H 3.202 -7.405 2.837
H 4.308 -8.431 3.716
C 2.156 0.746 -12.126
C 3.388 0.369 -12.987
C 3.150 1.013 -14.386
C 4.439 0.952 -15.324
N 4.217 1.700 -16.696
C 4.035 3.200 -16.452
C 4.720 3.943 -17.634
C 5.866 3.019 -17.877
C 5.537 1.604 -17.441
C 2.993 1.112 -17.571
H 1.906 1.805 -12.180
H 2.387 0.402 -11.118
H 1.318 0.217 -12.580
H 3.546 -0.709 -13.028
H 4.307 0.744 -12.537
H 2.803 2.033 -14.222
H 2.343 0.453 -14.859
H 4.707 -0.038 -15.693
H 5.333 1.332 -14.830
H 2.947 3.247 -16.485
H 4.507 3.522 -15.523
H 4.052 4.071 -18.487
H 5.074 4.939 -17.369
H 6.180 3.067 -18.919
H 6.632 3.462 -17.240
H 5.386 0.907 -18.265
H 6.350 1.211 -16.830
H 2.218 1.118 -16.805
H 3.016 0.046 -17.795
H 2.705 1.707 -18.438
C 4.092 2.050 -1.577
C 4.338 1.304 -0.210
C 3.682 2.028 0.921
C 3.765 1.232 2.270
N 2.840 1.851 3.350
C 2.952 1.043 4.672
C 1.754 1.432 5.537
C 0.695 1.656 4.493
C 1.372 1.766 3.095
C 3.220 3.337 3.593
H 4.574 3.024 -1.666
H 3.039 2.128 -1.845
H 4.470 1.334 -2.307
H 5.425 1.259 -0.140
H 4.018 0.264 -0.271
H 2.697 2.417 0.665
H 4.183 2.995 0.960
H 4.764 1.345 2.691
H 3.529 0.170 2.190
H 3.914 1.348 5.082
H 2.861 -0.011 4.411
H 2.038 2.323 6.097
H 1.372 0.693 6.241
H 0.091 2.540 4.698
H 0.018 0.828 4.705
H 1.041 2.605 2.482
H 1.123 0.889 2.498
H 2.573 3.737 4.374
H 2.872 3.840 2.691
H 4.238 3.532 3.927
C 10.939 -8.389 -10.350
C 11.625 -8.491 -8.964
C 12.714 -9.583 -8.728
C 11.988 -10.951 -8.687
N 12.913 -12.137 -8.230
C 14.372 -12.069 -8.791
C 14.843 -13.489 -8.680
C 13.621 -14.411 -8.800
C 12.429 -13.468 -8.904
C 12.872 -12.227 -6.703
H 10.208 -9.197 -10.389
H 11.594 -8.429 -11.220
H 10.307 -7.506 -10.440
H 10.853 -8.624 -8.206
H 12.050 -7.502 -8.792
H 13.295 -9.368 -7.831
H 13.307 -9.658 -9.640
H 11.869 -11.220 -9.737
H 11.096 -10.930 -8.062
H 14.978 -11.353 -8.236
H 14.291 -11.835 -9.853
H 15.340 -13.660 -7.725
H 15.538 -13.660 -9.502
H 13.418 -15.042 -7.935
H 13.696 -15.078 -9.659
H 11.547 -13.783 -8.346
H 12.246 -13.289 -9.963
H 13.406 -13.083 -6.289
H 11.833 -12.473 -6.484
H 13.258 -11.296 -6.288
C 4.486 -17.015 -6.018
C 3.680 -15.802 -5.550
C 2.108 -15.892 -5.887
C 1.327 -14.632 -5.393
N -0.091 -14.381 -6.043
C -0.791 -13.250 -5.262
C -1.725 -12.461 -6.175
C -1.366 -12.796 -7.592
C -0.109 -13.704 -7.443
C -0.964 -15.647 -5.920
H 4.533 -17.044 -7.107
H 4.094 -17.930 -5.574
H 5.550 -16.913 -5.805
H 4.152 -14.887 -5.908
H 3.805 -15.719 -4.470
H 1.616 -16.683 -5.321
H 1.932 -16.106 -6.942
H 1.936 -13.844 -5.835
H 1.302 -14.610 -4.304
H -1.190 -13.648 -4.329
H 0.026 -12.635 -4.884
H -2.748 -12.716 -5.896
H -1.763 -11.390 -5.977
H -2.160 -13.315 -8.128
H -1.188 -11.932 -8.232
H -0.022 -14.451 -8.232
H 0.865 -13.220 -7.525
H -0.530 -16.429 -6.543
H -1.977 -15.497 -6.293
H -0.913 -15.781 -4.839
C 1.085 -7.144 -15.248
C 1.785 -7.829 -14.038
C 2.395 -9.169 -14.365
C 3.481 -9.625 -13.404
N 4.229 -10.945 -13.874
C 5.132 -11.411 -12.693
C 4.942 -12.999 -12.584
C 4.098 -13.379 -13.731
C 3.238 -12.110 -13.952
C 5.101 -10.832 -15.149
H 1.882 -6.910 -15.954
H 0.697 -6.185 -14.905
H 0.338 -7.797 -15.699
H 1.053 -8.088 -13.274
H 2.599 -7.193 -13.689
H 2.713 -9.086 -15.405
H 1.577 -9.889 -14.342
H 3.186 -9.745 -12.362
H 4.317 -8.927 -13.406
H 6.163 -11.135 -12.914
H 4.912 -10.845 -11.787
H 5.904 -13.511 -12.548
H 4.425 -13.209 -11.648
H 4.813 -13.511 -14.543
H 3.539 -14.311 -13.651
H 2.825 -12.226 -14.954
H 2.400 -11.932 -13.279
H 4.471 -10.721 -16.032
H 5.708 -11.736 -15.215
H 5.708 -9.931 -15.064
*
```

Values from the calculation:
orbital gap = 4.0 eV

---

Q: Which HOMO level values were calculated for the entries above? A: -18.83 -11.60, in eV.
Q: Which ΔE to the lowest compared entry with this formula, charge and spin values were calculated for the entries above? A: 0.0 0.0, in kcal/mol.